Record 1
This record from OMol25 describes the ion C5H12NS with charge -1 at a distorted geometry. The level of theory is ωB97M-V/def2-TZVPD.

```
19
Properties=species:S:1:pos:R:3
C -0.5082 0.7893 0.2118
C -1.7310 0.8630 -0.7191
S -1.4927 -0.0092 -2.2932
C -0.1198 -0.6012 0.6653
N 1.2384 -0.7917 1.1966
C 2.2410 -0.3883 0.2334
C 1.4087 -0.1245 2.4952
H -0.5652 1.4502 1.0989
H 0.2991 1.2090 -0.3914
H -2.6026 0.3992 -0.2412
H -1.9401 1.9329 -0.8454
H -0.2056 -1.3077 -0.1671
H -0.8394 -1.0422 1.3645
H 2.6384 0.6330 0.3516
H 1.8132 -0.4111 -0.7649
H 3.0948 -1.0771 0.2170
H 1.0067 -0.7838 3.2766
H 2.4755 -0.0582 2.7071
H 0.9676 0.8727 2.5205
```

HOMO-LUMO gap = 5.975 eV
Relative energy (zero: lowest compared OMol25 entry of this formula, charge and spin) = 0.674 eV
E_HOMO = -2.3 eV
Net charge = -1

Mulliken atomic charge list, values in e, 8 entries:
1 C -0.094
2 C -0.920
3 S -0.685
4 C -0.945
5 N -0.047
6 C -1.061
7 C -0.972
8 H 0.217

---

Record 2
This record from OMol25 describes a structure of composition C39H61IrN2O2P2Si. The level of theory is ωB97M-V/def2-TZVPD.

```
108
Properties=species:S:1:pos:R:3
Ir -0.7227 -1.1783 0.6646
C -4.1499 -0.2118 1.8694
Si -2.3560 0.2515 1.5886
C -1.6407 0.6062 3.2810
C -2.4066 0.8787 4.4156
C -1.8052 1.0586 5.6518
C -0.4303 0.9214 5.7760
C 0.3481 0.6318 4.6651
C -0.2524 0.4883 3.4113
P 0.6597 0.2254 1.8482
C 2.2248 -0.6429 2.3961
C 3.3268 0.2297 3.0627
C 4.4092 0.7948 2.1470
C 4.9776 -0.2582 1.2069
C 3.8618 -0.9467 0.4337
C 2.8722 -1.6097 1.3879
C 0.8926 1.9213 1.1961
C 1.7624 2.0162 -0.0594
C 1.6053 3.3910 -0.7060
C 1.9653 4.4927 0.2885
C 1.1565 4.3637 1.5754
C 1.3230 2.9841 2.2192
C -2.3664 1.7377 0.4222
C -2.8965 2.9807 0.7712
C -2.9660 4.0119 -0.1528
C -2.5148 3.8128 -1.4532
C -1.9793 2.5883 -1.8214
C -1.8948 1.5577 -0.8872
P -1.1710 -0.0706 -1.2877
C -2.4089 -1.0005 -2.2624
C -3.7936 -1.0760 -1.6154
C -4.6760 -2.1344 -2.3089
C -4.2340 -2.3560 -3.7509
C -2.8155 -2.9455 -3.7842
C -1.9578 -2.4234 -2.6171
C 0.2176 0.2179 -2.4708
C -0.1568 0.2211 -3.9636
C 1.0703 0.5797 -4.8026
C 2.2163 -0.3952 -4.5583
C 2.5806 -0.4479 -3.0781
C 1.3603 -0.7841 -2.2255
H -4.6598 0.7382 2.0518
H -4.3161 -0.8568 2.7336
H -4.6345 -0.6746 1.0172
H -3.4841 0.9466 4.3386
H -2.4071 1.2904 6.5197
H 0.0411 1.0334 6.7428
H 1.4102 0.5154 4.8003
H 1.7924 -1.2490 3.2035
H 3.8150 -0.4441 3.7752
H 2.8996 1.0376 3.6506
H 5.2005 1.2024 2.7782
H 4.0228 1.6361 1.5728
H 5.5216 -1.0092 1.7881
H 5.6981 0.1948 0.5253
H 4.2758 -1.7039 -0.2343
H 3.3429 -0.2216 -0.1998
H 3.4111 -2.3636 1.9711
H 2.1074 -2.1290 0.8182
H -0.1379 2.1589 0.9101
H 1.5121 1.2170 -0.7495
H 2.8097 1.8761 0.2029
H 0.5696 3.5225 -1.0404
H 2.2437 3.4568 -1.5891
H 1.7953 5.4715 -0.1605
H 3.0331 4.4338 0.5220
H 0.0946 4.5202 1.3543
H 1.4512 5.1340 2.2887
H 0.7213 2.9291 3.1273
H 2.3677 2.8385 2.4992
H -3.2512 3.1543 1.7815
H -3.3756 4.9711 0.1341
H -2.5771 4.6128 -2.1780
H -1.6180 2.4556 -2.8328
H -2.4719 -0.4138 -3.1837
H -4.2689 -0.0932 -1.6393
H -3.6710 -1.3524 -0.5680
H -5.7206 -1.8295 -2.2594
H -4.6034 -3.0847 -1.7737
H -4.2662 -1.4064 -4.2919
H -4.9266 -3.0206 -4.2657
H -2.3326 -2.6953 -4.7308
H -2.8614 -4.0344 -3.7349
H -0.9000 -2.4736 -2.8752
H -2.0940 -3.0556 -1.7309
H 0.5711 1.2234 -2.2267
H -0.9565 0.9338 -4.1739
H -0.5193 -0.7659 -4.2600
H 1.3923 1.5945 -4.5453
H 0.7989 0.5930 -5.8584
H 3.0847 -0.1122 -5.1530
H 1.9177 -1.3953 -4.8889
H 2.9851 0.5212 -2.7641
H 3.3615 -1.1908 -2.9054
H 1.6287 -0.7980 -1.1645
H 1.0155 -1.7943 -2.4656
C 1.3450 -5.5836 -0.4353
O 0.7660 -5.2230 0.8508
C 0.3146 -4.0073 0.9724
O 0.3640 -3.1381 0.0942
N -0.2003 -3.7739 2.2042
N -0.7808 -2.5216 2.4645
H 1.6955 -6.6002 -0.3040
H 2.1672 -4.9105 -0.6628
H 0.5786 -5.5310 -1.2039
H -0.2171 -4.4972 2.9093
H -0.3419 -2.0841 3.2755
H -1.7646 -2.6566 2.6988
```

HOMO-LUMO gap = 7.592 eV
E_HOMO = -14.2 eV
Net charge = +2

Mulliken atomic charge list, values in e, 8 entries:
1 Ir 1.553
2 C -1.461
3 Si -0.015
4 C 1.148
5 C -0.780
6 C -0.839
7 C -0.981
8 C -0.712

---

Record 3
This record from OMol25 describes an isolated molecule of C4H6N2 at a distorted geometry. The level of theory is ωB97M-V/def2-TZVPD.

```
12
Properties=species:S:1:pos:R:3
N -0.6008 -2.6365 -1.1765
C -0.7151 -1.5347 -0.8399
C -0.7721 -0.1181 -0.4406
C -0.3055 0.1507 1.0147
C 0.9767 0.7435 0.3939
N 0.3414 0.7025 -0.9345
H -1.7491 0.3021 -0.7004
H -0.9261 0.8996 1.5086
H -0.2037 -0.7212 1.6647
H 1.8684 0.1151 0.5154
H 1.2059 1.7668 0.7034
H 0.8799 0.3301 -1.7088
```

HOMO-LUMO gap = 10.625 eV
Relative energy (zero: lowest compared OMol25 entry of this formula, charge and spin) = 1.546 eV
E_HOMO = -9.7 eV

Mulliken atomic charge list, values in e, 8 entries:
1 N -0.440
2 C 0.094
3 C 0.263
4 C -0.637
5 C -0.381
6 N -0.497
7 H 0.281
8 H 0.228

---

Record 4
This record from OMol25 describes a cluster of 2 separate species, Cl2H8Si4 in total at a distorted geometry. The level of theory is ωB97M-V/def2-TZVPD.

```
14
Properties=species:S:1:pos:R:3
Si 1.9125 -0.8387 2.0753
Si -1.9747 -0.5801 -2.0315
Si 1.8483 0.8249 0.4885
Si -1.6726 1.1088 -0.5739
Cl 2.3546 0.4135 -1.5054
Cl -2.6664 1.0199 1.2606
H 3.0965 -0.7843 2.9434
H 1.0494 -0.7154 3.1532
H 1.5166 -2.1605 1.4973
H -0.4780 -0.6978 -2.5619
H -2.3804 -1.9110 -1.3228
H -2.7258 -0.5302 -3.2590
H 2.3844 2.2755 0.7864
H -2.2644 2.5754 -0.9501
```

HOMO-LUMO gap (spin up / spin down) = 6.284 / 6.671 eV
Relative energy (zero: lowest compared OMol25 entry of this formula, charge and spin) = 2.955 eV
E_HOMO (spin up / spin down) = -7.8 / -8.0 eV

Mulliken atomic charge list, values in e, 8 entries:
1 Si 0.394
2 Si 0.347
3 Si 0.220
4 Si 0.167
5 Cl -0.221
6 Cl -0.253
7 H -0.105
8 H -0.116

---

Record 5
This record from OMol25 describes a cluster of 3 separate species, H2NO2P in total at a distorted geometry. The level of theory is ωB97M-V/def2-TZVPD.

```
6
Properties=species:S:1:pos:R:3
N -1.0517 -0.0441 -0.0550
O 0.5383 -0.4470 1.0824
O -0.6309 -0.0975 -1.1767
P 1.5213 0.6278 0.6508
H -2.2444 -0.5540 0.4094
H 1.8674 0.5148 -0.9108
```

HOMO-LUMO gap (spin up / spin down) = 6.986 / 8.112 eV
Relative energy (zero: lowest compared OMol25 entry of this formula, charge and spin) = 3.360 eV
E_HOMO (spin up / spin down) = -8.1 / -9.7 eV
⟨S²⟩ = 2.037
2S+1 = 3

Atomic charges from the Mulliken analysis, expressed in e, are listed below:
1 N -0.038
2 O -0.362
3 O -0.261
4 P 0.316
5 H 0.305
6 H 0.040

---

Record 6
This record from OMol25 describes an isolated molecule of C10H13Br2Cl3 at a distorted geometry. The level of theory is ωB97M-V/def2-TZVPD.

```
28
Properties=species:S:1:pos:R:3
Cl -0.8431 -2.0842 -2.6559
Cl 0.7928 0.3598 2.6165
Cl -0.8725 2.5509 -0.9167
Br -0.6940 5.3863 3.2565
Br 1.1405 -5.1979 -1.6274
C -0.6333 4.1993 1.7310
C 0.5253 -1.2113 -0.3161
C 0.8393 0.1730 -0.2978
C -0.9635 2.8512 1.8487
C 1.8346 -2.1049 -2.3002
C 0.4188 -3.6073 -0.8004
C -2.1058 1.0417 0.7883
C 0.5377 -2.2809 -1.5007
C 0.5235 1.1219 0.9474
C -0.8720 1.8738 0.7557
H -0.0073 4.4777 0.8994
H 0.3167 -1.6938 0.6323
H 1.1498 0.7127 -1.1855
H -1.4876 2.4910 2.7953
H 1.6766 -1.0550 -2.6943
H 2.0215 -2.9272 -3.0847
H 2.7437 -2.0247 -1.6487
H -0.6945 -3.7884 -0.7675
H 0.7316 -3.6365 0.2383
H -2.0795 0.3494 -0.1739
H -3.0714 1.7026 0.8483
H -2.2032 0.4746 1.6741
H 1.2751 1.8462 0.9380
```

HOMO-LUMO gap = 9.751 eV
Relative energy (zero: lowest compared OMol25 entry of this formula, charge and spin) = 0.786 eV
E_HOMO = -9.5 eV

Mulliken atomic charge list, values in e, 8 entries:
1 Cl -0.168
2 Cl -0.172
3 Cl -0.123
4 Br -0.169
5 Br -0.161
6 C -0.405
7 C -0.365
8 C -0.565